{"formula": "C30H36ClCrGeN7O4P", "method": "the ωB97M-V functional and the def2-TZVPD basis", "species": ["Cr", "Cl", "C", "H", "H", "N", "C", "P", "O", "O", "C", "N", "H", "H", "H", "H", "H", "H", "H", "H", "H", "H", "O", "N", "C", "C", "N", "C", "N", "C", "Ge", "C", "C", "C", "C", "C", "C", "C", "C", "C", "C", "C", "C", "C", "C", "C", "C", "C", "C", "H", "H", "H", "H", "H", "H", "H", "H", "H", "H", "H", "H", "H", "H", "H", "H", "N", "C", "N", "C", "C", "O", "C", "C", "H", "H", "H", "H", "H", "H", "H", "H"], "coordinates": [[-0.93440, -0.29354, 0.69862], [-3.30686, 1.08602, 2.48608], [-1.47704, 0.80863, 2.34537], [-1.22881, 0.23898, 3.24127], [-1.05458, 1.80940, 2.41017], [-1.02341, -4.34021, 0.48047], [-1.08503, -3.27791, -0.57607], [-2.64948, -2.27642, -0.01916], [-3.46631, -3.62651, 0.01598], [-2.02661, -1.89718, 1.39135], [-4.29695, -1.30708, 0.24599], [-4.75317, -1.80005, 1.58915], [-0.88436, -3.85421, 1.37178], [-0.33284, -5.07331, 0.34299], [-2.02148, -4.65769, 0.47216], [-1.22746, -3.78348, -1.53197], [-0.14324, -2.73237, -0.57249], [-5.06105, -1.58795, -0.47844], [-4.17588, -0.23096, 0.31177], [-5.72390, -1.60916, 1.82092], [-4.12061, -1.37747, 2.28063], [-4.57366, -2.81609, 1.54133], [0.74574, -0.93457, 1.54472], [0.77906, -1.52911, 2.68204], [1.42837, -2.66256, 2.70631], [1.54597, -3.33629, 3.96746], [1.62829, -3.90025, 4.96722], [1.92922, -3.32606, 1.53335], [2.24174, -3.90495, 0.58808], [0.05396, 1.28405, -0.21181], [1.77813, 1.87509, 0.35258], [1.70937, 2.61551, 2.17747], [1.79195, 1.82633, 3.32350], [1.59892, 2.36721, 4.58780], [1.31274, 3.71699, 4.72962], [1.22440, 4.51953, 3.60133], [1.42149, 3.97155, 2.34166], [2.50227, 3.33683, -0.75691], [1.83596, 3.79536, -1.88931], [2.35945, 4.82468, -2.66377], [3.56372, 5.41409, -2.31330], [4.24448, 4.96802, -1.18782], [3.71537, 3.93987, -0.42243], [3.12821, 0.45769, 0.29869], [4.12387, 0.30869, 1.26035], [5.07474, -0.70058, 1.15829], [5.04272, -1.57818, 0.08588], [4.05844, -1.44085, -0.88317], [3.11241, -0.43361, -0.77443], [-0.44910, 1.92856, -0.93204], [1.98713, 0.76581, 3.23555], [1.66025, 1.72829, 5.46062], [1.15208, 4.14005, 5.71393], [0.99537, 5.57420, 3.70167], [1.34820, 4.61391, 1.47050], [0.89471, 3.34082, -2.17545], [1.82429, 5.16538, -3.54199], [3.97282, 6.21749, -2.91368], [5.18783, 5.42208, -0.90861], [4.25875, 3.60045, 0.45363], [4.16711, 0.98874, 2.10383], [5.83588, -0.80450, 1.92277], [5.77337, -2.37403, 0.01104], [4.01764, -2.13321, -1.71533], [2.33108, -0.35440, -1.52397], [-2.03779, -0.91572, -0.90175], [-1.93350, -0.44435, -2.13986], [-2.48904, -1.16896, -3.16216], [-2.38954, -0.60889, -4.49757], [-3.77138, -0.37461, -5.07808], [-4.52463, -1.58011, -5.11080], [-4.63438, -2.13032, -3.80845], [-3.27673, -2.39224, -3.17396], [-1.84261, -1.29788, -5.15673], [-1.83339, 0.32336, -4.41264], [-3.71800, -0.01606, -6.10719], [-4.29949, 0.37094, -4.46660], [-5.19704, -3.05872, -3.91563], [-5.20398, -1.44229, -3.16637], [-2.75070, -3.16054, -3.75700], [-3.43905, -2.79916, -2.17899]], "atomic_forces_ev_per_a": [[-0.1633, 0.2570, 0.2703], [0.2735, -0.0573, 0.0199], [-0.3469, 0.0285, -0.0397], [0.0397, 0.0232, 0.0034], [-0.0196, -0.0257, -0.0135], [-0.1886, -0.1294, -0.0174], [0.1265, -0.1019, -0.0477], [0.0261, -0.2581, 0.2949], [0.0771, 0.2615, 0.0218], [0.0754, -0.0715, -0.1689], [-0.0810, 0.0601, 0.0145], [0.0160, -0.1175, 0.0737], [0.0064, -0.0143, -0.0159], [0.0571, 0.0739, 0.0386], [0.0666, 0.0162, 0.0554], [0.0204, 0.0513, -0.0239], [0.0048, 0.0101, -0.0234], [0.0511, 0.0199, -0.0618], [-0.0407, 0.0109, -0.0363], [0.0474, 0.0854, 0.0312], [-0.0016, -0.0572, -0.0532], [0.0251, 0.0067, -0.0346], [0.0352, -0.3347, 0.0577], [-0.0154, 0.2441, 0.0011], [0.1416, -0.2826, 0.1260], [-0.0795, 0.0396, -0.0159], [0.0401, 0.0115, -0.0614], [-0.0520, 0.1555, -0.0601], [-0.0303, -0.0498, 0.1060], [0.1377, -0.0593, -0.0344], [-0.0716, 0.0847, -0.0440], [-0.0283, 0.0925, 0.0157], [-0.0114, -0.0572, 0.0042], [0.0034, 0.0043, 0.0035], [-0.0006, -0.0014, 0.0352], [-0.0051, 0.0416, 0.0049], [0.0457, 0.0061, 0.0015], [0.0356, 0.0250, 0.0523], [-0.0166, 0.0038, -0.0266], [-0.0250, -0.0079, -0.0134], [0.0247, 0.0255, -0.0070], [0.0162, 0.0116, -0.0026], [0.0097, -0.0060, 0.0057], [0.0414, -0.0508, -0.0267], [0.0375, 0.0688, -0.0166], [-0.0003, -0.0203, 0.0279], [0.0164, -0.0145, 0.0057], [-0.0009, -0.0032, -0.0391], [-0.0203, -0.0450, 0.0059], [-0.0656, -0.0467, -0.0130], [0.0076, -0.0588, -0.0220], [-0.0024, -0.0021, 0.0001], [0.0032, 0.0019, 0.0013], [0.0033, -0.0050, 0.0003], [-0.0070, -0.0049, -0.0147], [-0.0250, -0.0189, 0.0035], [-0.0055, 0.0029, -0.0079], [0.0049, 0.0070, -0.0087], [0.0070, 0.0041, 0.0014], [0.0025, -0.0062, 0.0177], [-0.0170, 0.0066, 0.0207], [0.0062, 0.0024, 0.0007], [0.0052, -0.0071, -0.0036], [-0.0061, -0.0037, 0.0107], [-0.0126, 0.0209, -0.0003], [-0.1542, 0.2476, -0.5564], [-0.0818, -0.2657, 0.2199], [0.0443, 0.2506, -0.1656], [0.0379, -0.0106, 0.0337], [-0.0124, 0.0100, 0.0024], [0.0127, -0.0055, 0.0017], [-0.0539, -0.0395, -0.0165], [-0.0367, -0.0267, 0.0449], [-0.0004, 0.0053, 0.0020], [-0.0172, -0.0049, -0.0130], [0.0136, -0.0058, 0.0124], [0.0164, -0.0007, -0.0054], [-0.0034, -0.0019, 0.0230], [0.0173, -0.0007, -0.0008], [-0.0072, -0.0055, -0.0075], [0.0265, 0.0079, 0.0465]], "lumo_energy_ev": [2.3, 2.3], "total_charge": -1, "spin_multiplicity": 5, "s2": 6.06, "fmax_ev_per_a": 0.63, "homo_ev": [-4.0, -4.2]}